{"formula": "C26H23FN2O4STi", "method": "ωB97M-V/def2-TZVPD", "homo_lumo_gap_ev": 7.33, "e_tot_ev": -75174.986, "homo_energy_ev": -8.1, "spin_multiplicity": 1, "relative_energy_ev": 0.2688, "total_charge": 0, "elements": ["Ti", "C", "C", "O", "C", "C", "C", "N", "N", "C", "O", "C", "C", "C", "C", "C", "C", "H", "H", "H", "H", "H", "H", "H", "H", "H", "H", "H", "H", "F", "C", "C", "C", "C", "C", "C", "C", "H", "H", "H", "H", "H", "H", "O", "C", "O", "C", "C", "C", "C", "S", "C", "C", "H", "H", "H", "H", "H"], "xyz": [[-0.507, -1.881, 0.528], [0.146, -5.602, 2.412], [-0.114, -4.075, 2.581], [-0.315, -3.553, 1.352], [-0.086, -3.371, 3.686], [-0.163, -1.874, 3.676], [-0.356, -1.230, 4.977], [-0.261, -1.200, 2.581], [-0.335, 0.163, 2.720], [-0.582, 0.671, 1.574], [-0.889, -0.072, 0.531], [-0.413, 2.118, 1.358], [0.042, 2.943, 2.365], [0.265, 4.304, 2.164], [0.099, 4.813, 0.895], [-0.437, 3.974, -0.072], [-0.621, 2.655, 0.095], [-0.728, -6.045, 1.918], [1.044, -5.817, 1.928], [0.216, -6.096, 3.368], [-0.116, -3.852, 4.648], [-0.505, -1.993, 5.678], [0.484, -0.604, 5.193], [-1.178, -0.499, 4.911], [0.142, 2.595, 3.447], [0.575, 4.937, 2.999], [0.263, 5.867, 0.772], [-0.617, 4.410, -1.066], [-0.968, 2.087, -0.779], [2.766, 3.361, -1.435], [2.541, 2.052, -1.137], [2.968, 1.574, 0.096], [2.629, 0.250, 0.356], [1.890, -0.558, -0.552], [1.495, -1.923, -0.152], [1.471, 0.066, -1.700], [1.858, 1.337, -2.081], [3.437, 2.213, 0.840], [2.836, -0.032, 1.383], [2.183, -2.459, 0.452], [1.223, -2.606, -1.040], [0.905, -0.390, -2.529], [1.543, 1.711, -3.043], [-1.604, 2.802, -5.188], [-1.119, 1.551, -5.343], [-0.472, 1.293, -6.322], [-1.405, 0.546, -4.268], [-1.079, -0.756, -4.581], [-1.327, -1.709, -3.645], [-1.773, -1.320, -2.364], [-1.877, -2.682, -1.204], [-2.146, -0.052, -2.030], [-2.024, 0.831, -3.089], [-2.299, 2.764, -4.487], [-0.766, -0.973, -5.543], [-1.223, -2.752, -3.869], [-2.504, 0.241, -1.069], [-2.211, 1.851, -2.896]], "atomic_forces_ev_per_a": [[1.50, -1.72, 0.23], [-2.39, 1.27, 1.82], [0.54, -2.71, -3.78], [-0.14, 0.46, 1.18], [-0.13, 2.83, 1.22], [-1.06, -2.17, -0.28], [-0.25, 1.42, -0.72], [-0.11, -1.02, -0.67], [0.31, 0.34, 0.35], [0.23, 0.97, 0.02], [-0.19, 0.58, 0.07], [-0.01, -0.62, -0.13], [-0.06, 0.33, 2.75], [0.32, -0.50, 0.13], [-0.68, -0.09, 0.79], [0.80, 2.68, -1.92], [-0.78, -1.33, -0.30], [0.41, 0.15, -0.25], [1.33, 0.02, -1.23], [-0.01, -0.04, 0.58], [0.38, -0.08, 0.08], [-0.22, -0.65, 1.39], [0.76, 0.26, 0.46], [0.06, -0.53, 0.13], [-0.07, 0.04, -1.84], [-0.03, -0.25, -0.32], [0.02, 0.25, -0.55], [0.06, -0.24, 0.43], [0.22, -0.09, 0.77], [0.28, 0.01, 0.16], [0.58, 1.66, -0.16], [-0.88, -0.58, -0.87], [-0.25, 0.42, 0.30], [0.74, 0.49, 1.46], [-1.96, -0.48, -1.92], [-0.23, -0.42, -2.51], [-0.18, -0.33, 1.03], [-0.03, -0.10, -0.28], [0.08, -0.76, -0.18], [0.52, -0.27, 0.76], [0.51, 0.98, 0.95], [0.11, -0.63, 0.92], [0.14, 0.38, 0.09], [-1.07, -0.19, 0.97], [0.12, 0.13, -0.33], [0.05, -0.06, 0.23], [0.02, 0.36, -1.26], [-0.76, 0.02, 1.06], [-0.28, 0.20, 0.74], [0.11, -2.41, 0.55], [-0.18, 0.21, 0.23], [-0.01, 0.11, -1.62], [0.60, 1.03, 0.95], [0.80, 0.32, -0.75], [0.82, -0.48, -1.68], [0.27, -0.31, 0.09], [-0.20, 0.01, 0.29], [-0.54, 1.17, 0.37]], "nbo_charge": [1.572, -0.648, 0.452, -0.718, -0.405, 0.368, -0.680, -0.394, -0.381, 0.588, -0.749, -0.153, -0.157, -0.216, -0.186, -0.229, -0.126, 0.231, 0.231, 0.211, 0.228, 0.219, 0.251, 0.256, 0.232, 0.217, 0.218, 0.212, 0.221, -0.341, 0.394, -0.280, -0.214, 0.011, -0.787, -0.219, -0.282, 0.237, 0.213, 0.237, 0.244, 0.220, 0.237, -0.662, 0.772, -0.562, -0.218, -0.146, -0.231, -0.105, -0.179, -0.256, -0.123, 0.479, 0.239, 0.230, 0.249, 0.180]}

***

{"formula": "C34H46N7O7PPbS3", "method": "ωB97M-V/def2-TZVPD", "homo_lumo_gap_ev": 4.59, "e_tot_ev": -107795.817, "homo_energy_ev": -13.3, "spin_multiplicity": 1, "relative_energy_ev": 3.4099, "total_charge": 2, "elements": ["Pb", "O", "S", "O", "O", "C", "C", "C", "C", "C", "C", "S", "O", "O", "O", "H", "H", "H", "H", "N", "C", "C", "N", "C", "C", "N", "C", "C", "N", "H", "H", "H", "H", "H", "H", "C", "C", "C", "C", "P", "C", "C", "C", "C", "C", "C", "C", "C", "C", "C", "H", "H", "H", "H", "H", "H", "H", "H", "H", "H", "H", "H", "H", "H", "H", "H", "H", "H", "H", "H", "H", "H", "H", "N", "C", "C", "N", "C", "C", "N", "H", "H", "H", "H", "H", "O", "S", "C", "C", "C", "C", "H", "H", "H", "H", "H", "H", "H", "H"], "xyz": [[0.463, -0.271, 0.926], [0.843, 1.107, 5.125], [0.799, 1.543, 3.766], [2.023, 2.000, 3.180], [0.156, 0.427, 2.917], [-0.391, 2.842, 3.570], [-1.220, 3.092, 4.654], [-2.155, 4.115, 4.581], [-2.263, 4.875, 3.430], [-1.448, 4.624, 2.335], [-0.508, 3.593, 2.378], [0.485, 3.479, 0.867], [-0.388, 4.009, -0.169], [1.724, 4.177, 1.045], [0.725, 2.007, 0.559], [-1.093, 2.504, 5.556], [-2.791, 4.320, 5.433], [-2.985, 5.681, 3.379], [-1.525, 5.227, 1.441], [4.795, -0.795, 1.926], [4.930, 0.581, 1.881], [3.726, 1.065, 1.495], [2.867, -0.002, 1.311], [3.538, -1.098, 1.581], [2.877, -2.387, 1.490], [1.603, -2.459, 1.170], [1.245, -3.794, 1.183], [2.335, -4.530, 1.508], [3.361, -3.621, 1.697], [5.516, -1.433, 2.210], [5.852, 1.083, 2.126], [3.410, 2.089, 1.369], [0.236, -4.116, 0.968], [2.478, -5.594, 1.623], [4.302, -3.866, 1.961], [1.400, 1.089, -4.570], [0.581, 1.530, -3.345], [1.200, 2.798, -2.762], [-0.875, 1.798, -3.730], [0.714, 0.069, -2.109], [2.465, -0.287, -2.095], [3.036, -1.374, -2.777], [4.411, -1.495, -2.848], [5.231, -0.533, -2.260], [4.673, 0.544, -1.588], [3.295, 0.659, -1.483], [-0.301, -1.418, -2.580], [0.140, -2.612, -1.727], [-0.204, -1.750, -4.081], [-1.757, -1.081, -2.223], [1.345, 1.926, -5.272], [1.003, 0.207, -5.071], [2.449, 0.921, -4.333], [1.056, 3.597, -3.496], [2.274, 2.696, -2.606], [0.727, 3.110, -1.844], [-0.878, 2.644, -4.420], [-1.491, 2.078, -2.874], [-1.338, 0.957, -4.245], [2.422, -2.107, -3.282], [4.844, -2.331, -3.382], [6.309, -0.625, -2.338], [5.308, 1.307, -1.153], [2.856, 1.484, -0.933], [1.206, -2.832, -1.793], [-0.400, -3.497, -2.078], [-0.117, -2.469, -0.676], [0.814, -1.908, -4.435], [-0.670, -0.986, -4.700], [-0.754, -2.681, -4.240], [-1.857, -0.820, -1.169], [-2.378, -1.961, -2.416], [-2.157, -0.259, -2.818], [-3.502, 3.528, -0.732], [-3.248, 2.563, 0.189], [-2.192, 1.640, 0.009], [-1.916, 0.752, 0.929], [-2.663, 0.689, 2.044], [-3.751, 1.533, 2.161], [-4.034, 2.461, 1.250], [-2.712, 3.886, -1.239], [-4.223, 4.191, -0.500], [-1.573, 1.661, -0.889], [-2.373, -0.020, 2.810], [-4.411, 1.476, 3.021], [-1.391, -2.057, 1.332], [-2.764, -2.461, 0.806], [-2.786, -4.253, 0.619], [-4.264, -4.567, 0.803], [-4.670, -3.887, 2.123], [-3.887, -2.564, 2.236], [-2.162, -4.662, 1.419], [-2.385, -4.532, -0.356], [-4.452, -5.639, 0.819], [-4.832, -4.147, -0.032], [-4.410, -4.531, 2.962], [-5.742, -3.722, 2.161], [-3.239, -2.519, 3.112], [-4.521, -1.683, 2.221]], "atomic_forces_ev_per_a": [[-0.43, 1.53, -0.60], [-0.42, -0.01, -0.14], [0.57, 0.55, 0.19], [-0.18, -0.07, 0.03], [-0.16, -1.30, -0.34], [-0.05, 0.07, -0.39], [0.19, 0.08, -0.15], [-0.11, 0.03, 0.02], [-0.08, 0.06, 0.08], [0.23, -0.33, 0.09], [-0.04, 0.01, 0.25], [-0.05, -0.13, -0.25], [-0.03, -0.19, 0.18], [-0.02, -0.22, 0.16], [0.09, 0.11, -0.05], [-0.03, 0.02, -0.07], [0.01, 0.01, -0.02], [0.04, -0.03, 0.01], [-0.03, -0.04, 0.02], [0.31, 0.06, 0.11], [0.11, -0.17, -0.04], [-0.32, -0.10, -0.09], [-0.32, 0.34, 0.01], [-0.01, -0.05, -0.05], [0.04, -0.08, 0.01], [-0.54, 0.22, 0.14], [-0.20, 0.22, -0.04], [0.22, 0.08, 0.02], [0.05, -0.27, 0.04], [0.08, -0.06, 0.05], [-0.09, -0.10, 0.02], [-0.03, -0.09, -0.02], [0.24, 0.11, 0.08], [0.00, 0.15, 0.00], [0.03, 0.01, 0.01], [-0.02, -0.13, -0.05], [-0.32, 0.26, 0.39], [0.20, -0.04, -0.13], [0.01, -0.07, -0.02], [0.33, -0.67, 0.35], [0.21, -0.10, 0.12], [-0.02, 0.07, 0.07], [0.07, 0.00, 0.03], [0.04, -0.07, -0.05], [0.01, 0.05, 0.01], [-0.06, -0.04, -0.19], [-0.05, 0.16, 0.00], [0.02, -0.06, -0.05], [-0.09, -0.12, 0.00], [-0.05, -0.01, -0.09], [-0.01, -0.03, 0.02], [0.05, 0.13, 0.00], [-0.03, 0.08, -0.01], [0.01, -0.08, 0.01], [-0.08, 0.03, -0.04], [-0.13, 0.09, 0.19], [0.01, -0.01, 0.02], [0.04, 0.01, -0.06], [0.02, 0.10, 0.00], [0.06, 0.04, 0.06], [0.01, 0.05, 0.02], [-0.09, 0.02, -0.02], [-0.03, -0.08, 0.02], [0.04, -0.02, -0.08], [-0.11, 0.00, 0.03], [-0.01, 0.07, 0.01], [-0.05, -0.01, -0.18], [-0.08, 0.00, 0.03], [0.01, -0.07, 0.04], [0.00, 0.06, 0.00], [-0.02, -0.04, -0.05], [0.05, 0.04, 0.02], [0.01, -0.12, 0.07], [0.08, -0.27, 0.00], [-0.06, 0.00, -0.04], [0.04, 0.04, -0.19], [0.36, -0.03, 0.19], [-0.02, -0.08, -0.09], [0.02, 0.03, -0.07], [-0.15, 0.00, 0.15], [0.12, 0.14, -0.04], [-0.02, 0.03, 0.07], [-0.02, 0.07, 0.24], [-0.03, 0.10, -0.08], [0.09, 0.02, -0.03], [0.48, -0.16, 0.05], [0.02, 0.11, 0.17], [0.06, -0.06, -0.16], [-0.03, 0.11, 0.14], [0.10, -0.08, -0.09], [-0.04, -0.02, 0.02], [-0.05, -0.02, -0.01], [-0.02, 0.05, 0.05], [0.04, -0.01, -0.01], [0.00, -0.06, 0.01], [0.00, 0.01, -0.01], [-0.03, 0.06, 0.02], [0.02, 0.01, -0.01], [-0.02, 0.06, -0.01]], "mulliken_charge": [3.712, -0.767, 1.619, -0.749, -0.987, 0.295, -0.671, -0.795, -0.661, -0.821, 0.049, 1.865, -0.812, -0.823, -1.200, 0.594, 0.451, 0.418, 0.601, -0.090, -1.259, -0.839, 1.053, 0.049, -0.230, 0.698, -0.572, -0.927, -0.111, 0.177, 0.466, 0.553, 0.281, 0.443, 0.198, -1.511, 2.087, -1.686, -1.739, 0.300, 2.219, -0.732, -1.104, -0.783, -0.654, -1.382, 2.189, -1.317, -1.875, -1.566, 0.571, 0.354, 0.259, 0.631, 0.315, 0.318, 0.569, 0.326, 0.397, 0.237, 0.516, 0.449, 0.560, 0.226, 0.244, 0.680, -0.222, 0.314, 0.387, 0.587, 0.057, 0.609, 0.290, -0.387, 0.284, 0.482, 0.856, -1.088, -1.065, -0.603, 0.228, 0.320, -0.829, 1.098, 0.469, -0.641, 0.407, -0.702, -0.742, -0.680, -0.596, 0.413, 0.353, 0.394, 0.346, 0.308, 0.321, 0.378, 0.346]}